Record 1
Computed, not measured: a molecular structure, C4H10FIN, with ωB97M-V/def2-TZVPD.

The geometry in XYZ format:
```
17
Properties=species:S:1:pos:R:3:nbo_charge:R:1
C 3.55277 -0.33742 0.43685 -0.594
C 2.17247 0.43965 0.56357 -0.551
C -2.80157 0.71240 -0.02921 -0.433
C 1.04662 -0.26637 0.02716 0.220
N -3.61840 -0.30074 -0.84256 -0.737
F 1.18789 -0.81130 -1.19745 -0.319
I -0.62709 -0.69558 0.96077 0.514
H 4.40395 0.34759 0.61052 0.230
H 3.76443 -0.76795 -0.47378 0.218
H 3.79232 -1.16154 1.18946 0.221
H 2.17074 0.69546 1.57841 0.255
H 2.40609 1.27384 -0.03376 0.246
H -2.71735 1.65208 -0.51568 0.203
H -3.24047 0.87762 0.94087 0.195
H -4.42813 0.12851 -1.42984 0.442
H -3.98257 -0.98003 -0.15944 0.445
H -3.08171 -0.80622 -1.62587 0.445
```

Relative energy (zero: lowest compared OMol25 entry of this formula, charge and spin): 92.7 kcal/mol
Total charge: +1
E_tot: -610.2919 Ha
LUMO level (spin up / spin down): -4.74 / -3.59 eV
Frontier orbital gap (spin up / spin down): 6.4062 / 8.5747 eV

***

Record 2
Computed, not measured: 7 unconnected molecules or ions with the total composition C12H32Cl5O12, with ωB97M-V/def2-TZVPD.

The geometry in XYZ format:
```
61
Properties=species:S:1:pos:R:3:nbo_charge:R:1
Cl -0.10136 0.26466 -0.52028 2.545
O 1.22863 -0.22194 -0.21134 -0.874
O -0.91017 -0.84938 -0.94922 -0.878
O -0.69441 0.89671 0.63972 -0.876
O -0.07239 1.24535 -1.56586 -0.876
C 1.95299 -3.39412 -0.75816 -0.114
C 3.22554 -2.84877 -0.10703 -0.094
O 4.01320 -3.92634 0.43606 -0.721
O 2.14602 -4.38856 -1.75820 -0.714
H 1.39610 -2.55743 -1.17993 0.210
H 1.30249 -3.78121 0.03205 0.182
H 2.88430 -2.24768 0.73512 0.195
H 3.83324 -2.20059 -0.73686 0.160
H 3.96064 -4.62268 -0.22329 0.443
H 2.51524 -5.16583 -1.33079 0.446
C -1.25776 -2.30424 2.41729 -0.087
C -0.22368 -2.34820 3.53653 -0.097
O 0.05071 -3.65953 3.99064 -0.730
O -0.83697 -2.84366 1.19499 -0.750
H -1.59238 -1.26149 2.33609 0.169
H -2.13027 -2.88580 2.75962 0.158
H -0.46207 -1.68063 4.36286 0.189
H 0.67512 -1.89729 3.08162 0.160
H 0.71499 -4.04974 3.41927 0.472
H -0.71263 -2.12479 0.55732 0.500
C -1.53055 1.54134 4.17974 -0.084
C -0.59708 2.55598 3.57189 -0.096
O -0.47685 3.67281 4.48043 -0.753
O -1.00803 0.98488 5.37722 -0.724
H -1.75406 0.73459 3.48586 0.195
H -2.47177 2.06426 4.40999 0.155
H -1.00930 2.94954 2.64240 0.183
H 0.38404 2.07761 3.49280 0.179
H -0.02246 4.37013 4.00379 0.471
H -0.72171 1.72065 5.93114 0.472
C 4.48160 0.63349 -1.61774 -0.096
C 3.56185 0.31518 -2.79184 -0.092
O 2.51117 1.25975 -2.88302 -0.750
O 4.82755 2.02846 -1.65373 -0.739
H 5.39267 0.03904 -1.56895 0.175
H 3.92672 0.46821 -0.68161 0.171
H 3.18375 -0.70740 -2.66508 0.170
H 4.10023 0.35239 -3.74228 0.165
H 1.74307 0.88490 -2.41967 0.501
H 3.99144 2.48180 -1.84785 0.480
Cl -3.35656 3.16347 -2.05910 -0.062
C -3.67040 2.46141 -0.43777 -0.391
C -5.13253 2.48156 -0.07894 -0.385
Cl -5.76618 4.11495 0.22791 -0.074
H -3.07423 2.97361 0.31399 0.224
H -3.29815 1.43703 -0.43627 0.243
H -5.25610 1.94197 0.86155 0.219
H -5.77477 1.99435 -0.80717 0.222
Cl -2.97977 2.52067 -5.30362 -0.098
C -1.46597 1.58680 -5.02230 -0.363
C -1.80255 0.34587 -4.19207 -0.393
Cl -2.67788 -0.82464 -5.18477 -0.072
H -0.78979 2.26256 -4.50486 0.235
H -1.07282 1.37370 -6.01185 0.215
H -2.44523 0.65238 -3.37575 0.238
H -0.85445 -0.06016 -3.85066 0.238
```

Relative energy (zero: lowest compared OMol25 entry of this formula, charge and spin): 10.7 kcal/mol
Total charge: -1
E_tot: -3680.0579 Ha
LUMO level: 2.39 eV
Frontier orbital gap: 9.7113 eV

***

Record 3
Computed, not measured: 5 unconnected molecules or ions with the total composition C7H24O5S2, with ωB97M-V/def2-TZVPD.

The geometry in XYZ format:
```
38
Properties=species:S:1:pos:R:3:nbo_charge:R:1
C 0.44066 3.36632 -0.91241 -0.821
S 1.70817 3.39740 0.41539 1.229
O 2.97602 3.07466 -0.28891 -0.994
C 1.69655 5.19377 0.68299 -0.815
H 0.83690 4.06505 -1.66491 0.229
H -0.49798 3.77829 -0.45988 0.218
H 0.29176 2.31646 -1.28004 0.264
H 0.65269 5.41847 0.99144 0.222
H 1.97856 5.63344 -0.22560 0.227
H 2.37402 5.45492 1.51454 0.241
C 0.11149 -4.06461 2.05747 -0.850
S -1.00609 -4.08823 0.75343 1.298
O -1.96022 -3.04488 1.14879 -1.019
C 0.12296 -3.43196 -0.48890 -0.851
H -0.43910 -4.26684 2.94231 0.245
H 0.62422 -3.11500 2.18501 0.241
H 0.85460 -4.83278 1.82143 0.227
H -0.53550 -2.87437 -1.15875 0.250
H 0.70894 -4.16741 -0.95246 0.238
H 0.97004 -2.77196 0.02012 0.240
C -3.01404 -0.44419 -1.64653 -0.251
O -4.10466 0.41550 -1.80197 -0.726
H -2.83627 -1.06571 -2.55596 0.159
H -2.10806 0.10168 -1.42813 0.186
H -3.16160 -1.13672 -0.76124 0.162
H -4.80937 -0.00818 -2.30359 0.468
C -1.12326 0.31326 1.51774 -0.250
O -0.59718 -0.66870 0.63151 -0.784
H -1.63528 1.12127 1.00043 0.165
H -1.79900 -0.16164 2.21971 0.180
H -0.24642 0.64791 2.01720 0.178
H -1.18962 -1.39937 0.62645 0.495
C 2.81788 -0.46453 -0.71307 -0.273
O 1.62100 -0.35242 -1.52820 -0.747
H 3.19947 0.52069 -0.63684 0.205
H 2.64452 -0.68780 0.34176 0.161
H 3.50767 -1.14933 -1.14801 0.167
H 0.92553 -0.62246 -0.93233 0.484
```

Relative energy (zero: lowest compared OMol25 entry of this formula, charge and spin): 6.1 kcal/mol
Total charge: 0
E_tot: -1453.5309 Ha
LUMO level: 0.59 eV
Frontier orbital gap: 9.4014 eV

***

Record 4
Computed, not measured: a molecular structure, CH5NO2Si, with ωB97M-V/def2-TZVPD.

The geometry in XYZ format:
```
10
Properties=species:S:1:pos:R:3:nbo_charge:R:1
C -1.32248 0.79904 -0.43424 -1.056
N 0.91260 -0.98742 1.26414 0.322
O 1.07091 -2.18217 1.02880 -0.446
O 1.41685 -0.42784 2.20458 -0.413
Si 0.50790 0.12150 -0.72756 1.118
H -1.78638 0.86495 -1.45780 0.244
H -1.97472 0.27084 0.30593 0.277
H -1.16835 1.76329 -0.05599 0.237
H 1.75008 0.84093 -0.50381 -0.139
H 0.59358 -1.06314 -1.62404 -0.144
```

Relative energy (zero: lowest compared OMol25 entry of this formula, charge and spin): 50.4 kcal/mol
Total charge: 0
E_tot: -535.6861 Ha
LUMO level: -0.61 eV
Frontier orbital gap: 8.5593 eV

***

Record 5
Computed, not measured: a molecular structure, C16H31FN7OPSi2, with ωB97M-V/def2-TZVPD.

The geometry in XYZ format:
```
59
Properties=species:S:1:pos:R:3:nbo_charge:R:1
C -0.83719 -2.61861 -0.99136 -0.928
P 0.89391 -3.43077 -1.10204 0.215
C 1.71936 -3.64557 0.60650 -0.914
Si 2.16972 -2.37203 -2.54248 1.628
F 1.73672 -2.94087 -4.17343 -0.657
O 1.95814 -0.62683 -2.54429 -1.212
Si 2.34538 0.06317 -0.96366 1.173
H -0.82857 -1.51382 -1.41080 0.228
H -1.54639 -3.25478 -1.70655 0.249
H -1.29153 -2.68327 0.10976 0.285
H 1.68066 -2.70544 1.30329 0.226
H 1.26924 -4.57293 1.20475 0.252
H 2.86979 -3.90427 0.45034 0.241
H 3.56277 -2.74747 -2.32834 -0.226
H 1.34935 1.06897 -0.53976 -0.188
H 3.64250 0.76095 -0.96773 -0.198
H 2.37529 -0.94975 0.11163 -0.226
C -0.07579 -3.44105 4.84526 -0.717
C -0.71019 -3.55449 3.46868 0.310
N -1.23645 -3.64855 2.32667 -0.370
H -0.76093 -3.82827 5.60450 0.255
H 0.85279 -4.01761 4.87644 0.256
H 0.14746 -2.39404 5.06781 0.270
C 1.24843 4.08483 -3.40803 -0.710
C 1.69870 2.75312 -2.83000 0.406
N 2.07221 1.64837 -2.35043 -0.448
H 2.01656 4.47860 -4.07938 0.260
H 0.31915 3.95264 -3.96894 0.258
H 1.07837 4.80308 -2.60130 0.277
C -3.31827 0.90826 -0.51367 -0.717
C -2.75780 0.44305 0.82041 0.337
N -2.29288 0.05707 1.92714 -0.407
H -3.44169 1.99478 -0.50763 0.254
H -2.63525 0.63205 -1.32165 0.272
H -4.29012 0.44047 -0.69333 0.269
C -4.10242 2.16694 3.96447 -0.718
C -5.29828 3.05360 3.65775 0.286
N -6.29030 3.78920 3.40328 -0.349
H -4.32376 1.52624 4.82255 0.256
H -3.87346 1.53768 3.10002 0.271
H -3.23029 2.78428 4.19657 0.251
C 0.66704 0.97132 3.24178 -0.727
C 1.22751 0.50611 4.57587 0.296
N 1.69243 0.12013 5.68259 -0.369
H 0.54362 2.05785 3.24782 0.252
H 1.35007 0.69511 2.43380 0.259
H -0.30481 0.50353 3.06212 0.286
C 5.34915 5.05615 -1.51265 -0.716
C 4.02460 5.79625 -1.42234 0.299
N 2.92578 6.41021 -1.34747 -0.362
H 6.05912 5.47344 -0.79319 0.260
H 5.19958 3.99586 -1.29117 0.264
H 5.76338 5.15462 -2.51978 0.257
C -3.00587 -3.81333 -5.01649 -0.715
C -3.16218 -2.83790 -3.86132 0.313
N -3.29187 -2.02875 -2.90298 -0.374
H -3.23833 -3.31318 -5.96075 0.256
H -1.97820 -4.18500 -5.05409 0.267
H -3.68595 -4.65934 -4.88477 0.257
```

Total charge: 0
E_tot: -2106.7762 Ha
LUMO level: 0.20 eV
Frontier orbital gap: 7.8616 eV

***

Record 6
Computed, not measured: a gas-phase ion, C5H12NO (charge -1), with ωB97M-V/def2-TZVPD.

The geometry in XYZ format:
```
19
Properties=species:S:1:pos:R:3:nbo_charge:R:1
C 2.42566 0.45538 1.70497 -0.605
C 0.97537 0.43304 1.35378 -0.422
C 0.79333 -0.76994 0.32223 -0.419
C 0.58206 -0.40281 -1.14314 -0.240
N -0.56466 0.53129 -1.32246 -0.685
C -1.91044 -0.12000 -1.14764 0.112
O -2.58726 -0.01438 0.03732 -0.965
H 2.67416 -0.57840 1.98163 0.190
H 3.00761 0.61506 0.76547 0.195
H 2.83580 1.21273 2.43090 0.192
H 0.27745 0.19387 2.14744 0.222
H 0.80735 1.27772 0.67762 0.205
H -0.10387 -1.31046 0.63028 0.233
H 1.62544 -1.47003 0.46805 0.169
H 1.47545 -0.07967 -1.71707 0.161
H 0.36404 -1.26066 -1.82062 0.188
H -0.54415 1.01183 -0.42839 0.347
H -1.91736 -1.19906 -1.55238 0.051
H -2.46895 0.36413 -1.96584 0.070
```

Relative energy (zero: lowest compared OMol25 entry of this formula, charge and spin): 32.5 kcal/mol
Total charge: -1
E_tot: -327.6443 Ha
LUMO level: 3.73 eV
Frontier orbital gap: 5.9229 eV
SMILES: CCCCNC[O-]